No. 1
{
  "formula": "C8H16NSSi",
  "method": "ωB97M-V/def2-TZVPD",
  "elements": ["C", "C", "C", "C", "C", "C", "C", "C", "N", "Si", "S", "H", "H", "H", "H", "H", "H", "H", "H", "H", "H", "H", "H", "H", "H", "H", "H"],
  "xyz": [[-3.6069, 0.6809, -0.9803], [-3.3788, -0.7636, -0.7027], [-3.2005, 1.5407, -0.0580], [-2.3630, -0.7913, 0.3626], [2.2768, 1.8237, -0.5097], [3.7667, -0.2167, 0.3349], [-1.6401, -1.8636, 0.6920], [2.3962, 0.3849, -0.0531], [1.3873, 0.0346, 1.0489], [1.1861, -0.9517, -0.6370], [-2.0215, 0.8405, 1.0391], [-4.3842, 1.0983, -1.7371], [-4.1861, -1.2392, -0.1084], [-3.4487, 2.5209, 0.0197], [2.2680, 2.5703, 0.2870], [3.2221, 2.0616, -0.9425], [1.3152, 2.0585, -1.0951], [4.1149, 0.4752, 1.1986], [4.5549, -0.2188, -0.4026], [3.5303, -1.1121, 0.8146], [-0.9711, -2.0595, 1.4823], [-1.7374, -2.8449, 0.2449], [1.7941, -0.3764, 1.8760], [0.6356, 0.7141, 1.1924], [-3.0461, -1.3744, -1.4489], [0.9185, -2.2743, 0.0360], [0.6179, -0.7174, -1.9537]],
  "atomic_forces_ev_per_a": [[-3.25, 1.41, -1.42], [-0.69, 1.38, 2.59], [1.43, -2.76, -0.62], [2.68, 0.22, 0.90], [-1.31, 0.19, 0.02], [-0.50, 4.08, 2.07], [-0.26, -0.95, -0.47], [0.02, -1.56, -0.28], [-0.94, 0.49, -1.50], [0.55, 0.09, 1.46], [-0.45, -0.73, 0.56], [1.47, -1.19, 1.21], [-0.53, 0.33, -1.11], [-0.54, 2.76, 0.11], [-0.22, -0.46, 0.69], [0.26, 0.24, -1.42], [1.75, -0.44, 0.31], [-0.05, -1.03, -1.21], [-0.22, -0.32, -0.37], [0.37, -1.97, 0.38], [0.74, 1.03, 1.26], [-0.79, 0.14, -0.73], [-0.28, -0.10, 0.30], [0.45, 0.07, 0.42], [0.36, -1.57, -2.34], [0.85, 0.40, -0.84], [-0.92, 0.22, 0.02]],
  "lumo_energy_ev": -4.218,
  "e_tot_ev": -28748.257,
  "e_homo_ev": -11.298,
  "gap_ev": 7.080,
  "total_charge": 1
}

---

No. 2
{
  "formula": "C5H14N2",
  "method": "ωB97M-V/def2-TZVPD",
  "elements": ["C", "C", "C", "C", "N", "C", "N", "H", "H", "H", "H", "H", "H", "H", "H", "H", "H", "H", "H", "H", "H"],
  "xyz": [[1.9037, -0.5655, -0.6686], [1.0987, 0.5397, 0.0458], [1.2628, 0.3804, 1.5652], [-0.3651, 0.5638, -0.4245], [-0.6102, 0.1631, -1.7486], [-1.3704, -0.3142, 0.4692], [-2.7054, -0.4003, -0.0688], [2.1954, -0.4007, -1.6969], [2.8275, -0.7091, -0.1316], [1.2456, -1.4363, -0.6260], [1.4662, 1.5206, -0.2034], [2.2964, 0.3369, 1.8465], [0.6563, 1.1876, 1.9539], [0.7895, -0.4899, 1.9986], [-0.7006, 1.5968, -0.0920], [-1.4394, -0.4085, -1.7986], [0.2410, 0.1046, -2.3392], [-0.8425, -1.2556, 0.6553], [-1.3813, 0.2717, 1.4025], [-3.3751, -1.1704, -0.0684], [-3.1931, 0.4854, -0.0703]],
  "atomic_forces_ev_per_a": [[-0.65, 0.25, 0.54], [0.37, -1.28, -0.46], [-1.33, 0.20, -0.79], [-1.97, 0.04, 2.29], [1.59, 1.12, -1.09], [1.33, 0.92, 0.84], [-0.49, 0.19, -1.00], [-0.22, 0.28, -0.35], [0.29, -0.40, 0.25], [0.53, -0.37, -0.07], [0.55, 0.39, -0.17], [0.47, 0.58, 0.29], [0.53, 0.58, 0.83], [-0.05, -0.61, -0.29], [0.07, -0.33, -1.10], [0.30, -0.23, -0.77], [-1.72, -0.44, 0.42], [-0.75, -0.25, -0.12], [-0.09, -0.62, 0.19], [1.14, 0.16, 0.49], [0.12, -0.18, 0.04]],
  "lumo_energy_ev": 1.096,
  "e_tot_ev": -8391.201,
  "e_homo_ev": -8.086,
  "gap_ev": 9.181,
  "e_above_lowest_kj_mol": 136.85
}

---

No. 3
{
  "formula": "Ca2Cs4O20S5",
  "method": "ωB97M-V/def2-TZVPD",
  "elements": ["Ca", "Ca", "Cs", "Cs", "Cs", "Cs", "S", "O", "O", "O", "O", "S", "O", "O", "O", "O", "S", "O", "O", "O", "O", "S", "O", "O", "O", "O", "S", "O", "O", "O", "O"],
  "xyz": [[-0.3829, -1.4279, -0.8735], [0.7967, 1.6721, 0.5362], [0.9771, -0.0447, -3.9499], [2.3831, -0.2938, 3.2679], [-3.8908, -0.9444, -2.9897], [-1.8555, 1.3904, 3.2961], [-0.3464, -1.6481, 2.0759], [-0.8307, -1.3497, 3.4291], [0.0685, -0.3240, 1.3823], [0.8750, -2.4098, 2.1222], [-1.3303, -2.2417, 1.2152], [-1.3322, -3.0340, -3.4525], [-1.9337, -2.2538, -4.6037], [-1.3993, -4.4362, -3.8370], [0.1164, -2.6083, -3.0976], [-2.1071, -2.7159, -2.1635], [1.0655, 2.9452, 3.9869], [0.3084, 1.9168, 4.8882], [2.5379, 2.9005, 4.0853], [0.7000, 2.4484, 2.5571], [0.4420, 4.2900, 4.0333], [2.9506, -0.0868, -0.7492], [3.1575, 1.0008, 0.2703], [1.4522, -0.0658, -0.9709], [3.5026, 0.2987, -2.0074], [3.3382, -1.3458, -0.1230], [-1.9115, 1.6968, -1.6954], [-1.6550, 2.5558, -2.8530], [-1.1336, 0.4187, -1.9154], [-1.2443, 2.2428, -0.4568], [-3.3182, 1.4535, -1.4073]],
  "atomic_forces_ev_per_a": [[-0.11, -0.80, 0.00], [0.15, -0.20, -0.42], [0.13, 0.30, -0.08], [0.52, 0.44, 0.14], [-0.63, 0.57, -0.18], [-0.49, -0.05, -0.21], [1.48, 1.82, 1.44], [-0.31, 0.13, -0.31], [-1.10, -0.30, 0.24], [0.86, -1.32, 0.04], [-1.79, -0.83, -1.62], [0.48, -0.31, -0.48], [1.08, 0.34, 1.58], [0.24, 0.23, 0.83], [-1.95, 0.02, -0.35], [1.03, -0.41, -0.74], [-1.97, -0.45, -0.69], [2.27, 2.07, -1.05], [-1.24, -0.17, 0.61], [0.61, -0.14, 0.49], [0.91, -1.15, 0.92], [-0.31, 0.28, 2.99], [-0.51, 0.41, 0.06], [-1.08, -0.33, -0.43], [1.47, -0.17, -2.00], [0.14, 0.02, -0.99], [2.23, 1.11, 0.93], [-0.51, -0.24, 0.17], [-1.02, -0.90, -0.53], [-0.17, 0.36, -0.02], [-0.39, -0.33, -0.33]],
  "lumo_energy_ev": 3.049,
  "e_tot_ev": -134216.267,
  "e_homo_ev": -3.990,
  "gap_ev": 7.039,
  "total_charge": -2
}